[1]
The following is a quantum chemistry calculation of C33H57ClN2O2PbSi as an isolated structure, from the OMol25 dataset.

Element x y z (Å)
H (1.83607, 4.75799, -1.71634)
C (-2.97922, 2.07590, -1.60877)
H (1.74963, 1.49795, -0.32840)
Pb (0.33893, 0.61215, 1.74321)
H (0.97803, 3.61253, -4.05368)
H (-0.25759, 1.51753, -4.35523)
C (-2.42278, 3.30508, -1.98465)
H (0.09250, -3.07119, -2.73909)
C (4.20338, 1.63256, -2.74430)
H (4.74436, 1.50159, -1.79994)
H (2.66181, -1.44680, 3.94205)
O (0.94730, -0.09650, -3.86576)
C (-3.36913, 0.25484, 0.07743)
C (0.74604, -2.41718, 4.03177)
H (-2.23317, 0.16028, -4.92992)
C (-1.46720, 3.57137, 0.22894)
H (0.80645, -2.69264, -4.67305)
C (1.48441, 1.30936, -1.38374)
C (-2.32449, 1.12788, 4.12577)
C (-1.12499, -4.34102, 3.21763)
H (2.73648, 3.94600, -0.42052)
H (0.63181, -3.31014, 0.28437)
H (1.99936, -4.07189, 4.55917)
C (-1.41745, -0.27796, -4.34369)
H (-0.20101, 5.21245, 0.65084)
H (-0.23754, -2.00560, -0.55878)
C (-2.46381, 1.87267, 2.95025)
H (0.08986, 3.82714, 1.72722)
H (2.02615, -1.68232, 5.57943)
H (-1.85990, -5.08711, 2.91849)
H (1.61697, 2.11511, -4.76032)
H (1.02757, -4.41030, -1.99102)
H (3.99615, -3.26078, 1.30951)
H (2.14754, -2.57944, -5.81700)
H (-3.60265, 1.50016, -2.28833)
H (-4.13236, -0.06716, -0.64325)
H (4.06030, 0.64257, -3.18822)
C (-0.51447, -2.03264, 3.53065)
H (-2.59607, -0.53258, 0.09752)
C (-3.53752, 2.92607, 2.90782)
C (-2.84191, -2.56809, 2.72694)
C (-0.13231, 0.46052, -4.63686)
H (2.64220, 3.54563, -4.68081)
H (0.08387, 0.42753, -5.72105)
Cl (1.33794, 2.14993, 3.45607)
C (1.91989, -0.81921, -4.62145)
H (-1.32980, 4.86346, 1.96929)
C (0.22920, -3.67393, -1.83141)
H (-1.32797, -1.34000, -4.60522)
H (0.64114, -1.69899, -6.13726)
H (-2.17391, 0.02429, 6.40712)
O (1.74708, -1.98068, -0.94519)
C (2.96236, -3.09743, 0.96823)
H (1.66708, 0.22926, -1.61730)
C (-1.67784, 4.04067, -1.06751)
H (3.46540, -1.31819, -0.13388)
H (-0.69790, -4.23940, -1.65411)
C (-2.02717, 2.32944, 0.59972)
H (1.37452, -0.38241, 4.54866)
C (-0.68847, 4.40011, 1.20257)
C (-2.78735, 1.58039, -0.31981)
C (1.74061, -1.41641, 4.54670)
H (-1.68605, -0.20882, -3.28152)
H (-2.59056, 3.68754, -2.99332)
H (-1.26560, 5.01799, -1.32704)
H (-3.32529, -3.38908, 2.18023)
C (0.11830, -4.73786, 3.71392)
H (-0.89077, -1.15955, 6.08110)
H (-4.07532, 2.91803, 3.85818)
C (-1.61919, -0.05784, 4.35109)
H (4.84695, 2.21216, -3.41856)
H (3.59903, -2.80833, -1.10946)
H (-3.84806, 0.29283, 1.06676)
H (2.43479, -2.53517, 1.75624)
H (3.60850, 4.62514, -1.81907)
N (-1.71151, 1.73335, 1.86067)
H (0.40941, 1.51204, -1.53047)
H (0.37429, -5.79723, 3.77992)
C (2.99783, -2.29871, -0.33174)
H (-4.25514, 2.73251, 2.09659)
C (0.56774, -2.74949, -0.67147)
C (1.04047, -3.77558, 4.12786)
H (-3.47837, -2.34153, 3.59926)
N (-0.85252, -0.65416, 3.43741)
C (1.33595, -2.01383, -5.35164)
H (2.41518, -0.13908, -5.33959)
C (2.69430, 4.10590, -1.50417)
C (-1.81763, -0.72173, 5.69100)
C (-1.46426, -2.99346, 3.13449)
H (-2.83274, -1.68055, 2.07971)
H (2.49367, -4.08452, 0.86508)
Si (2.54529, 2.48276, -2.44859)
C (1.87020, 2.97988, -4.13988)
H (-2.57985, -1.51532, 5.62645)
H (-3.10419, 3.92499, 2.75502)
H (-2.93677, 1.46340, 4.95754)
H (2.67556, -1.13905, -3.89348)

Values from the calculation:
gap between HOMO and LUMO = 8.27 eV
E_HOMO = -7.8132 eV
energy above the lowest of the compared OMol25 structures with the same formula, charge and spin = 0.0 kJ/mol
electronic energy = -2494.222209 Eh
E_LUMO = 0.461 eV

***

[2]
The following is a quantum chemistry calculation of a 2-piece molecular cluster, C2H8N3OP overall, from the OMol25 dataset.

Element x y z (Å)
N (-1.90191, 2.10973, -1.20720)
N (1.00644, -0.76895, 0.38920)
O (-3.10589, 0.66225, 0.52309)
H (-0.07709, 0.52248, 1.25202)
H (-1.09160, 2.27829, -1.78723)
N (-0.60508, 1.38384, 1.02693)
H (0.50676, -2.69321, -0.18384)
H (2.07998, -1.54734, -1.28171)
C (1.14899, -2.18929, 0.56791)
H (2.94020, -0.90488, 0.39275)
C (2.17302, -1.37370, -0.21840)
H (1.47108, -2.61239, 1.56823)
P (-1.78222, 0.95377, -0.08164)
H (0.12816, 2.06685, 0.56374)
H (-2.89084, 2.11255, -1.52385)

Values from the calculation:
gap between HOMO and LUMO (spin up / spin down) = 9.69 / 6.36 eV
E_HOMO (spin up / spin down) = -9.8789 / -7.1970 eV
energy above the lowest of the compared OMol25 structures with the same formula, charge and spin = 345.9 kJ/mol
electronic energy = -661.745428 Eh
E_LUMO (spin up / spin down) = -0.185 / -0.834 eV

***

[3]
The following is a quantum chemistry calculation of a single C3H11ClSi2 molecule, from the OMol25 dataset.

Element x y z (Å)
H (-2.82126, -1.03913, 0.31321)
H (2.42678, -1.64351, 0.41583)
H (-1.75057, 1.58378, -1.89068)
Si (-0.68823, -0.21887, -0.46355)
H (-1.40231, 0.02390, -2.78716)
Cl (2.21126, 2.02011, -0.43032)
H (-2.33090, -0.21245, 1.72455)
H (-2.91983, 0.78473, 0.39697)
H (-0.10431, -1.64688, -0.60390)
Si (1.13795, 0.69230, 0.72064)
H (3.49224, -0.41994, 0.91968)
H (1.04446, 0.84283, 2.16879)
C (-1.05273, 0.72411, -2.04471)
H (2.47308, -1.38865, 2.12966)
C (2.61838, -0.99223, 1.16306)
C (-2.37456, -0.13306, 0.62886)
H (0.04057, 1.02297, -2.36093)

Values from the calculation:
gap between HOMO and LUMO = 9.41 eV
E_HOMO = -8.7786 eV
SMILES = C[SiH](C)[Si@@H](C)Cl
energy above the lowest of the compared OMol25 structures with the same formula, charge and spin = 124.9 kJ/mol
electronic energy = -1160.058503 Eh
E_LUMO = 0.632 eV

***

[4]
The following is a quantum chemistry calculation of an isolated ion of composition C4H6N3 and charge +1, from the OMol25 dataset.

Element x y z (Å)
C (1.68737, 0.20505, -0.90965)
H (-1.23019, 1.43029, -1.46278)
N (0.50075, -1.28826, 1.54216)
H (2.29391, 1.05794, -1.19803)
H (-1.16517, -1.05173, -0.92139)
H (-0.77413, 1.83872, 0.25316)
C (-0.60780, -0.85739, 1.17118)
N (1.68845, -1.34927, 1.57047)
H (-1.47639, -0.90313, 1.81471)
C (-0.73924, 1.11714, -0.55193)
H (2.19062, -2.21647, 1.38574)
N (0.46185, 0.34647, -0.71283)
C (-0.69106, -0.35455, -0.23504)

Values from the calculation:
gap between HOMO and LUMO (spin up / spin down) = 6.28 / 6.29 eV
E_HOMO (spin up / spin down) = -12.3862 / -12.3888 eV
energy above the lowest of the compared OMol25 structures with the same formula, charge and spin = 655.2 kJ/mol
total charge = +1
electronic energy = -319.782065 Eh
E_LUMO (spin up / spin down) = -6.105 / -6.103 eV

***

no.,maximum force (hartree/bohr)
1,0.0242
2,0.0595
3,0.0953
4,0.0500